30
Properties=species:S:1:pos:R:3:mulliken_charge:R:1 method="wB97M-V/def2-TZVPD" homo_lumo_gap_ev="4.6 / 4.6" e_homo_ev="-14.9 / -14.9" charge=+2
Cl -3.6432 0.6374 -2.1505 -0.42
C 0.8444 -2.3743 -2.0181 -0.27
C 1.9948 -1.6450 -1.6654 -0.67
C 1.9144 -0.3603 -2.2805 -0.83
H 2.8117 -2.0449 -1.0812 0.54
C 0.6759 -0.2666 -3.0150 0.81
C 0.0083 -1.5229 -2.7826 -0.62
H -0.9751 -1.7612 -3.1578 0.62
H 0.6709 -3.4302 -1.8222 0.54
H 2.5341 0.4835 -2.0296 0.68
C 0.0134 0.9573 -3.4986 -1.18
Ce 0.1318 -0.1856 -0.6840 1.12
C 0.5132 -2.4515 1.1745 0.27
C -2.3739 -1.0633 -0.2167 0.15
O 0.5917 -2.9686 2.2142 -0.11
O -3.3573 -1.2386 0.3883 -0.11
H 0.3413 1.8511 -2.9899 0.46
H -1.0661 0.9426 -3.4431 0.35
H 0.2983 1.0771 -4.5241 0.38
C 0.7507 2.8231 3.0921 -0.77
N -0.1545 1.7250 3.4842 -0.23
C -0.4510 0.7277 2.6396 0.90
N -1.2644 -0.2702 3.0615 -0.28
O 0.0360 0.7179 1.4230 -0.72
H 1.1004 2.6633 2.0816 0.23
H 1.5723 2.8213 3.7881 0.33
H 0.1927 3.7427 3.1622 0.33
H -0.5980 1.6820 4.4089 0.23
H -1.4881 -1.0437 2.4427 0.11
H -1.6249 -0.2248 3.9984 0.21


18
Properties=species:S:1:pos:R:3:nbo_charge:R:1 method="wB97M-V/def2-TZVPD" smiles="CC[C@H]([NH3+])C(N)=O" homo_lumo_gap_ev=10.9 e_homo_ev=-14.6 charge=+1
C -0.6652 -1.2786 -1.7366 -0.63
C 0.4105 -0.4876 -1.0069 -0.43
C -0.0642 0.0485 0.3251 -0.11
N -1.0492 1.2061 0.0841 -0.68
C 1.0676 0.6386 1.1582 0.63
N 1.1466 0.2281 2.4541 -0.79
O 1.7585 1.4823 0.6406 -0.56
H -0.2658 -2.1089 -2.3108 0.26
H -1.2642 -0.6663 -2.4106 0.22
H -1.3880 -1.7406 -1.0577 0.21
H 1.2899 -1.0983 -0.8287 0.26
H 0.7162 0.3554 -1.6268 0.23
H -0.6568 -0.7074 0.8431 0.22
H -1.9915 0.8352 -0.0362 0.45
H -0.8332 1.6303 -0.8259 0.45
H -0.9431 1.9667 0.7623 0.46
H 0.6846 -0.6431 2.6683 0.40
H 2.0475 0.3398 2.9042 0.43


79
Properties=species:S:1:pos:R:3:mulliken_charge:R:1 method="wB97M-V/def2-TZVPD" homo_lumo_gap_ev=5.1 e_homo_ev=-1.8 charge=-2
Ba 0.3767 0.6506 0.0366 2.74
Cl 4.2736 6.9434 -0.4075 -0.28
C 3.8515 5.2861 -0.0681 0.00
C 2.7041 4.7557 -0.6324 -0.63
C 2.2963 3.4417 -0.3785 -0.08
N 1.0807 2.9402 -0.8131 0.18
C 0.4569 3.4513 -1.8734 0.08
O 0.9021 4.1270 -2.8146 -0.78
C -1.0438 3.2532 -1.7883 0.26
C -1.8523 4.2223 -2.3884 -0.83
C -3.2107 4.2202 -2.1397 -0.43
C -3.7307 3.2420 -1.3005 -1.17
C -2.8603 2.2930 -0.7920 -0.56
N -1.5547 2.2804 -1.0367 0.94
C 3.0965 2.6355 0.4856 -0.41
C 4.2603 3.1946 1.0278 -0.66
C 4.6357 4.4993 0.7559 0.08
Cl 6.0984 5.1250 1.4766 -0.28
N 2.7141 1.3167 0.6649 -0.14
C 3.2086 0.5720 1.6528 0.21
O 3.8747 0.9020 2.6494 -0.80
C 2.9473 -0.9088 1.4606 0.26
C 3.7961 -1.8134 2.0993 -0.77
C 3.6477 -3.1653 1.8538 -0.28
C 2.6265 -3.5860 1.0113 -1.15
C 1.8015 -2.6190 0.4624 -0.54
N 1.9632 -1.3171 0.6625 0.54
H 2.1122 5.3712 -1.2920 0.53
H -1.3756 4.9615 -3.0164 0.52
H -3.8508 4.9793 -2.5738 0.38
H -4.7824 3.2192 -1.0455 0.42
H -3.2252 1.5097 -0.1343 0.43
H 4.8694 2.5961 1.6851 0.58
H 4.5580 -1.4261 2.7604 0.52
H 4.3194 -3.8859 2.3070 0.39
H 2.4752 -4.6332 0.7834 0.44
H 0.9736 -2.9021 -0.1832 0.59
I -1.5366 -4.2453 -6.5334 -0.07
C -0.9535 -2.9815 -4.9357 -0.35
C 0.3874 -2.8091 -4.6460 -0.36
C 0.7285 -1.9835 -3.5932 0.01
I 2.7599 -1.6922 -3.1166 -0.05
C -0.2114 -1.2772 -2.7880 -0.79
O 0.1369 -0.5184 -1.8256 -0.45
C -1.5818 -1.5072 -3.1437 0.51
C -2.6441 -0.8143 -2.3219 -0.97
N -2.5836 -1.1950 -0.9185 0.48
C -3.0466 -2.5175 -0.6007 -1.13
C -2.5031 -3.0218 0.7256 0.58
C -2.5593 -4.3783 1.0414 -0.91
C -2.0196 -4.8087 2.2414 -0.34
C -1.4577 -3.8760 3.0995 -0.87
C -1.4872 -2.5411 2.7244 0.13
N -1.9989 -2.1243 1.5681 0.09
C -1.9309 -2.3411 -4.1869 -0.28
H 1.1547 -3.2986 -5.2291 0.37
H -2.4695 0.2600 -2.3757 0.16
H -3.6309 -1.0218 -2.7720 0.26
H -2.9347 -0.4933 -0.2845 0.04
H -4.1496 -2.6049 -0.5811 0.26
H -2.7002 -3.1880 -1.3917 0.47
H -3.0074 -5.0776 0.3451 0.42
H -2.0277 -5.8610 2.5015 0.40
H -0.9982 -4.1792 4.0309 0.42
H -1.0633 -1.7630 3.3521 0.07
H -2.9798 -2.4885 -4.4191 0.36
Br -1.5045 -0.4651 7.8250 -0.25
C -1.6145 0.7254 6.3400 -0.25
C -2.2500 1.9434 6.5036 -0.15
N -2.3633 2.8150 5.5070 -0.67
C -1.8607 2.4789 4.3202 -0.06
C -1.2082 1.2762 4.0717 0.34
C -1.0709 0.3784 5.1182 -0.12
C -0.6929 0.9273 2.6729 0.26
O -1.3053 1.4578 1.7219 -0.75
O 0.2607 0.1303 2.6085 -0.52
H -2.6779 2.2279 7.4585 0.36
H -1.9781 3.1983 3.5190 0.51
H -0.5451 -0.5546 4.9638 0.53


14
Properties=species:S:1:pos:R:3:nbo_charge:R:1 method="wB97M-V/def2-TZVPD" homo_lumo_gap_ev=8.9 e_homo_ev=-10.0 charge=0
C 1.2165 1.3538 -0.6373 -0.37
C 0.0187 0.8492 -0.7582 -0.21
C -0.2117 -0.5893 -1.0025 -0.64
O -0.9900 0.2983 1.4966 -0.78
O -2.5446 -1.1415 0.2140 -0.89
O -0.4952 -2.1556 1.2078 -0.89
O 1.3323 -0.5820 1.4881 -0.75
S -1.1442 -1.0431 0.5493 2.29
Cl 0.5425 0.3318 2.3008 1.11
H 1.3590 2.4454 -0.4016 0.21
H 2.0030 0.6870 -0.6307 0.20
H -0.8177 1.4207 -0.7740 0.20
H 0.6894 -1.1669 -1.2318 0.26
H -0.9580 -0.7078 -1.8204 0.26